A cluster of 6 separate species, C32H41FN3O19PS in total at a distorted geometry, computed with ωB97M-V with the def2-TZVPD basis set.

```
! wB97M-V def2-TZVPD RIJCOSX def2/J DEFGRID3
* xyz 0 1
C 0.958 -3.794 -6.081
S -0.087 -3.272 -4.639
O -0.814 -2.082 -5.098
O -0.978 -4.439 -4.373
C 1.087 -2.925 -3.247
F 2.091 -2.081 -3.788
C 1.809 -4.213 -2.798
N 2.409 -5.152 -2.532
C 0.422 -2.090 -2.012
C 1.249 -2.542 -0.743
N 1.925 -2.882 0.118
O 0.730 -0.728 -2.273
C 0.077 0.179 -1.385
O -0.939 0.700 -1.767
C 0.607 0.592 0.015
C 1.544 1.735 0.191
C 2.033 2.178 1.509
C 1.602 1.516 2.769
C 0.682 0.353 2.602
C 0.195 -0.089 1.273
P -1.429 -2.472 -1.797
N -2.042 -2.003 -0.418
H 1.997 -4.089 -5.748
H 0.972 -2.994 -6.876
H 0.453 -4.688 -6.556
H 1.911 2.332 -0.685
H 2.722 3.050 1.630
H 1.935 1.857 3.794
H 0.341 -0.160 3.534
H -0.512 -0.960 1.283
H -1.545 -3.906 -1.849
H -2.124 -1.835 -2.868
H -2.420 -2.786 0.122
C -2.936 4.481 6.215
C -1.795 4.322 5.231
C -1.956 3.154 4.299
O -0.608 2.790 4.021
C 0.136 3.188 5.089
O 1.273 2.863 5.282
O -0.576 4.000 5.910
H -2.812 3.825 7.078
H -2.962 5.503 6.597
H -3.901 4.278 5.745
H -1.639 5.252 4.677
H -2.476 3.431 3.381
H -2.464 2.298 4.751
C 2.463 -2.420 8.124
C 1.056 -1.979 7.773
C 0.568 -2.505 6.452
O -0.340 -1.491 6.029
C 0.066 -0.330 6.614
O -0.343 0.749 6.320
O 1.000 -0.563 7.575
H 3.210 -1.788 7.641
H 2.625 -2.333 9.201
H 2.638 -3.462 7.845
H 0.365 -2.236 8.581
H 0.054 -3.461 6.555
H 1.357 -2.605 5.701
C -3.596 -4.707 -6.650
C -4.806 -5.089 -5.823
C -5.016 -6.573 -5.703
O -6.430 -6.677 -5.556
C -6.972 -5.583 -6.161
O -8.130 -5.452 -6.400
O -6.014 -4.661 -6.458
H -3.824 -4.718 -7.718
H -3.284 -3.690 -6.404
H -2.749 -5.370 -6.455
H -4.756 -4.616 -4.838
H -4.508 -6.991 -4.833
H -4.714 -7.131 -6.594
C 5.320 -0.100 -2.821
C 4.820 1.311 -2.586
C 5.905 2.352 -2.611
O 5.396 3.353 -1.732
C 4.562 2.724 -0.859
O 4.124 3.222 0.132
O 4.296 1.453 -1.263
H 5.711 -0.542 -1.902
H 4.499 -0.739 -3.153
H 6.095 -0.128 -3.591
H 4.022 1.553 -3.295
H 6.059 2.761 -3.610
H 6.863 1.996 -2.221
C -0.794 4.176 -0.933
C -1.291 5.586 -0.690
C -0.205 6.625 -0.719
O -0.706 7.624 0.167
C -1.535 6.993 1.044
O -1.965 7.489 2.039
O -1.807 5.724 0.638
H -0.399 3.730 -0.018
H -1.618 3.538 -1.261
H -0.024 4.148 -1.708
H -2.093 5.832 -1.393
H -0.058 7.037 -1.718
H 0.755 6.266 -0.337
*
```

* SMILES: CS(=O)(=O)[C@](F)(C#N)[C@@](C#N)(OC(=O)c1ccccc1)[PH2]=N.C[C@@H]1COC(=O)O1.C[C@@H]1COC(=O)O1.C[C@@H]1COC(=O)O1.C[C@@H]1COC(=O)O1.C[C@@H]1COC(=O)O1
* E_tot: -3677.034240 a.u.

Computed Mulliken charges, given in elementary charges: -1.0593, 1.4151, -0.6472, -0.6269, 0.8994, -0.2425, -0.1573, -0.4231, 0.9193, -0.4535, -0.4670, -0.1158, -0.5422, -0.4218, 0.5836, 0.0828, -1.0623, -0.4464, -0.5575, -0.2046, 0.1978, -0.7334, 0.3621, 0.3606, 0.3544, 0.6916, 0.5127, 0.6104, 0.3341, 0.3170, 0.1454, 0.1597, 0.2354, -1.4985, 0.6202, -0.6818, 0.0798, 0.6219, -0.6169, -0.3898, 0.3440, 0.3719, 0.3698, 0.2284, 0.3889, 0.2181, -1.3992, 0.4658, -0.5142, -0.2956, 0.6266, -0.5440, -0.3237, 0.3542, 0.3510, 0.3568, 0.2546, 0.3309, 0.3157, -1.3416, 0.5613, -0.4691, -0.3297, 0.5951, -0.5218, -0.3522, 0.4014, 0.2580, 0.3453, 0.2153, 0.3090, 0.3188, -1.1434, 0.5918, -0.5801, -0.3480, 0.5134, -0.4592, -0.2802, 0.3715, 0.0034, 0.4016, 0.2360, 0.3321, 0.3095, -1.2047, 0.5022, -0.4658, -0.3459, 0.6020, -0.5440, -0.3262, 0.1726, 0.3944, 0.3284, 0.2629, 0.3314, 0.2993